This record from OMol25 describes a 2-piece molecular cluster, C3H7N3S2 overall in a non-equilibrium geometry. The level of theory is the ωB97M-V functional and the def2-TZVPD basis.

Structure (XYZ):
```
15
C3H7N3S2 the ωB97M-V functional and the def2-TZVPD basis
C -2.7179 -0.1013 -0.0201
C -2.4971 0.0425 1.2510
C 2.8089 -0.2849 -0.9658
N -3.1416 -0.4183 -1.1185
N 0.4308 0.6639 0.6409
N 0.5424 -0.5877 0.4293
S 1.3293 1.9717 0.3450
S 1.6961 -1.5202 -0.1255
H -3.0325 0.6989 1.9035
H -1.9012 -0.7631 1.7384
H 2.3299 0.3636 -1.5663
H 3.5143 -0.8345 -1.6816
H 3.4424 0.2277 -0.1698
H -2.4684 -0.3293 -1.9045
H -0.3355 0.8709 1.2438
```

Results
HOMO energy (alpha / beta) in eV: -7.98 / -7.98
Relative energy (zero: lowest compared OMol25 entry of this formula, charge and spin) in eV: 5.033
HOMO-LUMO gap (alpha / beta) in eV: 7.6168 / 7.6216
LUMO energy (alpha / beta) in eV: -0.36 / -0.36
E_tot in Eh: -1078.98195